A molecular structure, C36H26Cl4IrN6O5S. Source: OMol25; level of theory: ωB97M-V/def2-TZVPD.

Its molecular weight is 988.74 g mol⁻¹. For the HOMO energy (alpha / beta), the calculation gives -4.53 / -8.01 eV. As for the HOMO-LUMO gap (alpha / beta): 4.89 / 5.59 eV. The energy relative to the best compared isomer or geometry (same formula, charge and spin) comes out at 0.0 kJ/mol. As for the LUMO energy (alpha / beta): 0.4 / -2.4 eV. The total charge is 0. Its spin multiplicity is 6.

Each line ends with the Löwdin spin population.
CARTESIAN COORDINATES (ANGSTROEM)
1 Ir 0.53 -0.33 -0.67  0.126
2 Cl -2.75 6.18 -0.91  0.045
3 C -1.36 5.16 -0.74  0.146
4 C -0.10 5.79 -0.50  0.035
5 Cl 0.02 7.49 -0.36  0.003
6 C 1.02 4.98 -0.46  0.091
7 Cl 2.62 5.65 -0.13  0.019
8 C 0.96 3.57 -0.74  0.084
9 O 1.96 2.89 -1.00  0.257
10 C -0.38 2.88 -0.74  0.147
11 O -0.49 1.60 -0.63  0.171
12 C -1.48 3.79 -0.84  0.009
13 Cl -3.07 3.14 -1.18  -0.007
14 O 0.30 0.06 1.26  0.315
15 C 1.27 0.05 2.12  0.192
16 C 0.77 -0.04 3.43  0.123
17 C 1.65 -0.05 4.48  0.193
18 C 3.04 -0.15 4.18  0.214
19 C 3.50 -0.14 2.87  0.122
20 C 2.65 0.16 1.79  0.254
21 C 3.15 0.36 0.47  0.117
22 N 2.40 0.58 -0.64  0.196
23 C 3.29 0.96 -1.70  0.018
24 C 4.55 0.79 -1.30  0.056
25 N 4.49 0.41 0.05  0.089
26 H -0.31 -0.16 3.45  0.001
27 H 1.32 -0.06 5.51  0.011
28 H 3.75 -0.26 5.00  0.008
29 H 4.56 -0.43 2.69  0.007
30 H 3.01 1.43 -2.61  0.001
31 H 5.45 0.97 -1.87  0.004
32 H 5.31 0.38 0.67  0.003
33 C -4.32 1.77 4.93  0.001
34 C -3.91 1.14 3.63  0.005
35 C -4.31 -0.17 3.27  0.000
36 C -4.05 -0.69 2.02  0.005
37 C -3.25 0.04 1.11  0.005
38 C -2.76 1.31 1.50  0.005
39 C -3.16 1.86 2.70  -0.001
40 S -3.04 -0.62 -0.52  0.019
41 O -3.01 0.46 -1.49  0.004
42 O -4.04 -1.65 -0.67  0.002
43 N -1.37 -1.22 -0.49  0.339
44 C -1.11 -2.56 -0.10  0.158
45 C -2.06 -3.52 0.30  0.251
46 C -1.77 -4.90 0.17  0.035
47 C -0.49 -5.35 -0.09  0.242
48 C 0.63 -4.45 -0.14  0.005
49 C 1.99 -4.86 -0.25  0.231
50 C 2.94 -3.88 -0.33  0.069
51 C 2.59 -2.51 -0.55  0.191
52 N 1.29 -2.12 -0.41  0.226
53 C 0.27 -3.04 -0.22  0.092
54 H -4.69 1.05 5.67  0.000
55 H -5.08 2.54 4.77  0.000
56 H -3.50 2.31 5.38  0.000
57 H -4.86 -0.78 4.01  0.000
58 H -4.49 -1.66 1.70  0.000
59 H -2.09 1.85 0.84  0.000
60 H -2.81 2.85 3.02  0.000
61 H -3.03 -3.21 0.62  0.011
62 H -2.59 -5.61 0.27  -0.003
63 H -0.35 -6.42 -0.19  0.011
64 H 2.22 -5.93 -0.31  0.012
65 H 3.98 -4.11 -0.23  0.000
66 H 3.31 -1.79 -0.85  0.010
67 N 0.41 -0.23 -6.67  0.002
68 C 0.39 -0.24 -5.32  0.003
69 C 1.38 -1.01 -4.65  -0.001
70 C 1.36 -1.04 -3.28  0.004
71 N 0.45 -0.34 -2.58  0.002
72 C -0.52 0.40 -3.17  0.005
73 C -0.49 0.54 -4.54  0.000
74 H 0.91 -0.95 -7.16  0.000
75 H -0.29 0.27 -7.20  0.000
76 H 2.14 -1.55 -5.21  0.000
77 H 2.01 -1.72 -2.72  0.003
78 H -1.27 0.85 -2.52  0.001
79 H -1.18 1.24 -5.02  0.000